Here is an isolated ion of composition C3H8NS and charge -1 from the Open Molecules 2025 dataset. Energies are from ωB97M-V/def2-TZVPD.

Summary:
SMILES string: NCCC[S-]
F_max: 0.8 eV Å⁻¹
Kohn-Sham gap: 6.3 eV
spin multiplicity: 1
net charge: -1
ΔE to the lowest compared entry with this formula, charge and spin: 13.09 kcal/mol

Atoms and positions in Å:
1 N 1.4990 0.6620 -1.3529
2 C 0.1897 0.6429 -0.6494
3 C 0.0722 -0.5489 0.3011
4 C -0.9387 -0.3181 1.4404
5 S -2.5641 -1.1111 1.1192
6 H 1.8383 -0.2948 -1.3970
7 H 1.3382 0.8739 -2.3381
8 H 0.1231 1.5645 -0.0857
9 H -0.6228 0.6267 -1.3730
10 H -0.3437 -1.3537 -0.2800
11 H 1.0325 -0.8943 0.7025
12 H -1.1498 0.7525 1.5280
13 H -0.4737 -0.6015 2.3849

Forces on the atoms, in the same order (eV/Å):
N -0.08 -0.37 -0.63
C 0.75 -0.11 0.18
C -0.51 0.25 0.03
C -0.39 0.28 -0.31
S 0.18 -0.07 0.20
H 0.06 0.00 0.19
H 0.08 0.21 0.23
H -0.12 0.30 0.17
H -0.27 -0.04 0.12
H 0.03 -0.64 -0.23
H 0.20 0.41 -0.13
H 0.24 0.06 0.03
H -0.17 -0.28 0.16

***

Here is C4H5NO3 as an isolated structure from the Open Molecules 2025 dataset. Energies are from ωB97M-V/def2-TZVPD.

Summary:
F_max: 3.6 eV Å⁻¹
Kohn-Sham gap: 10.7 eV
spin multiplicity: 1
ΔE to the lowest compared entry with this formula, charge and spin: 55.16 kcal/mol

Atoms and positions in Å:
1 C 1.0751 0.9234 -0.9229
2 C 0.3810 0.0603 0.7289
3 C -0.3774 0.5239 -0.5627
4 C 0.0357 -1.3697 1.2199
5 N 1.6995 0.5729 0.1351
6 O 0.1075 1.0057 1.7848
7 O -0.1261 -1.5512 2.4064
8 O -0.0845 -2.2130 0.1385
9 H 1.4846 1.4674 -1.8477
10 H -1.1440 1.2653 -0.3347
11 H -0.9604 -0.0940 -1.1131
12 H -0.0593 0.5146 2.6022
13 H -0.1079 -3.0852 0.5246

Forces on the atoms, in the same order (eV/Å):
C -0.98 0.89 -1.43
C -0.96 2.21 0.99
C 2.18 2.08 1.73
C 1.09 1.61 -0.39
N -0.81 -1.51 -0.36
O -0.05 -1.22 -0.57
O -0.10 -1.11 -1.65
O 0.29 0.95 1.94
H -0.38 -0.87 1.55
H 0.75 0.83 0.29
H -0.87 -2.79 -2.03
H 0.10 -0.09 -0.11
H -0.25 -0.99 0.03

***

Here is one molecule with the formula C9H12INO3Si from the Open Molecules 2025 dataset. Energies are from ωB97M-V/def2-TZVPD.

Summary:
F_max: 4.5 eV Å⁻¹
Kohn-Sham gap (alpha / beta): 5.5 / 5.5 eV
spin multiplicity: 1
ΔE to the lowest compared entry with this formula, charge and spin: 69.21 kcal/mol

Atoms and positions in Å:
1 C 2.2808 0.6403 1.4830
2 C 1.6238 0.4185 2.7028
3 C 1.6478 0.3903 0.2838
4 C -0.3934 -0.2073 1.4975
5 C 0.2774 0.1019 2.7219
6 C 0.3387 -0.0254 0.2927
7 C -2.4464 -0.5579 -0.4613
8 C -0.7426 2.3004 -2.0706
9 C 0.5418 -1.9601 -3.0326
10 N -0.3125 -0.1244 3.9383
11 O -1.5143 -0.7594 1.5591
12 O -0.5374 0.9328 -2.1454
13 O -0.5514 -1.6728 -2.1793
14 Si -0.7068 -0.3971 -1.1989
15 I -3.3125 -2.4191 -0.4485
16 H 3.3296 1.0746 1.3544
17 H 2.0706 0.5889 3.5761
18 H 2.0686 0.5435 -0.6313
19 H -3.0902 0.1326 0.1568
20 H -0.7343 2.8716 -3.1170
21 H 0.0247 2.6284 -1.3619
22 H -1.6896 2.6920 -1.6746
23 H 0.8033 -2.9589 -3.0791
24 H 1.4612 -1.4657 -2.8414
25 H 0.3672 -1.6827 -4.0326
26 H 0.2800 -0.3191 4.7285
27 H -1.0841 -0.7656 3.9797

Forces on the atoms, in the same order (eV/Å):
C 1.92 0.70 -0.59
C -1.58 0.28 -4.26
C -1.02 -0.09 2.25
C 3.64 1.08 -0.07
C 1.07 -0.69 -0.33
C -1.97 -1.12 0.32
C -0.04 -0.47 3.27
C 0.34 2.06 -0.80
C -0.19 1.21 0.03
N -1.13 -0.21 1.18
O -3.97 -1.04 -1.71
O -1.01 -1.01 -1.27
O 0.43 -0.44 -0.01
Si 0.37 1.93 0.23
I -0.12 0.20 -0.25
H -1.45 -0.79 0.87
H 1.95 0.63 3.40
H 1.58 0.55 -2.23
H 0.88 -0.44 -1.27
H 0.67 -1.60 1.99
H 0.05 0.86 -0.47
H -0.25 -0.91 0.25
H -0.05 -2.37 0.47
H 0.78 0.89 1.03
H -0.94 0.52 -1.33
H 0.37 0.26 -0.21
H -0.32 0.04 -0.48

***

Here is C25H31N5O2RuS as an isolated structure from the Open Molecules 2025 dataset. Energies are from ωB97M-V/def2-TZVPD.

Summary:
F_max: 0.8 eV Å⁻¹
Kohn-Sham gap (alpha / beta): 7.8 / 7.4 eV
spin multiplicity: 2
net charge: +1
ΔE to the lowest compared entry with this formula, charge and spin: 0.00 kcal/mol

Atoms and positions in Å:
1 Ru 0.9089 0.8666 0.1290
2 O -0.0055 2.2739 -1.0457
3 C 0.5566 2.6509 -2.1629
4 C -0.2689 3.1254 -3.2086
5 C 0.2568 3.4244 -4.4418
6 C 1.6343 3.3269 -4.6971
7 C 2.4709 2.9725 -3.6718
8 C 1.9664 2.6229 -2.4039
9 C 2.8282 2.6338 -1.2563
10 N 2.4304 2.2150 -0.1048
11 C 2.8843 2.8898 1.1153
12 C 1.5892 3.1287 1.9007
13 N 0.9669 1.8040 1.9548
14 C 0.8486 1.2363 3.0959
15 C 0.7930 -0.1943 3.2900
16 C 0.4148 -0.7140 4.5391
17 C 0.5877 -2.0445 4.8346
18 C 1.2102 -2.8703 3.8924
19 C 1.6153 -2.3829 2.6708
20 C 1.3915 -1.0393 2.3211
21 O 1.7679 -0.6246 1.1275
22 H -1.3301 3.2140 -3.0148
23 H -0.4059 3.7534 -5.2327
24 H 2.0263 3.5738 -5.6733
25 H 3.5447 2.9648 -3.8201
26 H 3.7492 3.2174 -1.3137
27 H 3.3616 3.8395 0.8730
28 H 3.5764 2.2658 1.6847
29 H 0.9477 3.8195 1.3526
30 H 1.7879 3.5124 2.9022
31 H 0.9284 1.8544 3.9908
32 H -0.0060 -0.0400 5.2766
33 H 0.2839 -2.4400 5.7934
34 H 1.3847 -3.9126 4.1291
35 H 2.1059 -3.0235 1.9496
36 S 0.8536 -1.5719 -3.8678
37 C 1.7338 -2.3695 -2.6404
38 C 1.7840 -1.5978 -1.5320
39 N 1.1337 -0.3834 -1.6418
40 C 0.6021 -0.2602 -2.8331
41 H 2.1737 -3.3405 -2.7909
42 H 2.2778 -1.8308 -0.6036
43 H 0.0452 0.6037 -3.1572
44 C -4.0176 -2.8042 -1.1835
45 C -4.1300 -1.6637 -0.1813
46 N -2.8690 -1.3355 0.4907
47 C -2.5174 -2.1336 1.6664
48 C -1.5291 -3.2552 1.3621
49 C -2.0081 -0.4215 -0.0047
50 C -2.4012 0.3168 -1.2455
51 N -0.8861 -0.1248 0.5870
52 H -4.9854 -2.9838 -1.6520
53 H -3.7048 -3.7291 -0.7007
54 H -3.2975 -2.5737 -1.9697
55 H -4.8458 -1.9241 0.5986
56 H -4.5203 -0.7709 -0.6630
57 H -3.4474 -2.5439 2.0563
58 H -2.1318 -1.4776 2.4525
59 H -1.9887 -4.0236 0.7425
60 H -1.1919 -3.7192 2.2884
61 H -0.6503 -2.8748 0.8396
62 H -3.2969 0.9083 -1.0503
63 H -2.6230 -0.3669 -2.0642
64 H -1.6083 1.0021 -1.5212
65 H -0.7553 -0.6511 1.4432

Forces on the atoms, in the same order (eV/Å):
Ru -0.17 0.28 0.15
O 0.14 -0.09 0.26
C 0.15 -0.01 -0.11
C 0.06 -0.04 -0.01
C 0.00 0.02 -0.04
C -0.03 -0.01 0.00
C -0.01 -0.04 0.02
C -0.06 0.07 0.05
C -0.36 0.35 0.06
N 0.58 -0.48 -0.23
C -0.02 0.00 -0.01
C 0.02 -0.08 -0.06
N -0.24 0.25 0.00
C 0.04 -0.11 -0.08
C 0.02 -0.02 -0.05
C 0.00 -0.01 -0.01
C -0.02 0.04 0.04
C 0.03 -0.04 -0.04
C -0.03 0.01 0.06
C -0.05 0.10 0.02
O 0.11 -0.01 0.03
H -0.01 -0.01 0.01
H 0.00 0.00 0.01
H 0.01 0.00 0.01
H 0.00 0.01 0.00
H -0.05 0.06 -0.03
H 0.08 -0.02 0.01
H -0.09 -0.06 0.02
H 0.00 -0.02 -0.02
H 0.01 0.04 -0.01
H 0.04 -0.01 0.01
H 0.00 -0.01 0.00
H 0.00 0.00 0.00
H 0.00 0.00 0.00
H 0.00 0.00 -0.01
S 0.02 -0.06 -0.04
C 0.02 -0.03 -0.02
C 0.10 0.13 0.07
N -0.07 -0.08 0.01
C -0.07 0.10 0.09
H 0.00 0.00 0.00
H -0.02 -0.02 -0.01
H -0.01 -0.01 -0.01
C 0.00 -0.01 0.00
C 0.01 0.03 0.02
N 0.02 0.03 -0.02
C 0.02 0.00 -0.04
C -0.01 0.00 0.01
C -0.09 0.06 0.06
C -0.01 0.01 -0.05
N -0.02 -0.31 -0.12
H 0.00 0.01 0.00
H -0.01 0.00 0.01
H 0.01 0.00 0.00
H -0.01 0.01 0.00
H 0.00 0.00 -0.02
H 0.01 -0.02 0.02
H 0.00 0.01 -0.01
H 0.01 0.01 -0.02
H -0.01 0.00 0.01
H 0.01 -0.01 0.01
H 0.00 0.01 -0.01
H 0.00 -0.01 -0.01
H -0.02 -0.02 0.02
H -0.02 0.03 0.01

***

Which of these has the highest spin multiplicity?
C25H31N5O2RuS

***

Repeat the second record exactly.
Here is C4H5NO3 as an isolated structure from the Open Molecules 2025 dataset. Energies are from ωB97M-V/def2-TZVPD.

Summary:
F_max: 3.6 eV Å⁻¹
Kohn-Sham gap: 10.7 eV
spin multiplicity: 1
ΔE to the lowest compared entry with this formula, charge and spin: 55.16 kcal/mol

Atoms and positions in Å:
1 C 1.0751 0.9234 -0.9229
2 C 0.3810 0.0603 0.7289
3 C -0.3774 0.5239 -0.5627
4 C 0.0357 -1.3697 1.2199
5 N 1.6995 0.5729 0.1351
6 O 0.1075 1.0057 1.7848
7 O -0.1261 -1.5512 2.4064
8 O -0.0845 -2.2130 0.1385
9 H 1.4846 1.4674 -1.8477
10 H -1.1440 1.2653 -0.3347
11 H -0.9604 -0.0940 -1.1131
12 H -0.0593 0.5146 2.6022
13 H -0.1079 -3.0852 0.5246

Forces on the atoms, in the same order (eV/Å):
C -0.98 0.89 -1.43
C -0.96 2.21 0.99
C 2.18 2.08 1.73
C 1.09 1.61 -0.39
N -0.81 -1.51 -0.36
O -0.05 -1.22 -0.57
O -0.10 -1.11 -1.65
O 0.29 0.95 1.94
H -0.38 -0.87 1.55
H 0.75 0.83 0.29
H -0.87 -2.79 -2.03
H 0.10 -0.09 -0.11
H -0.25 -0.99 0.03

***

ΔE to the lowest compared entry with this formula, charge and spin of number 4 (C25H31N5O2RuS)?
0.00 kcal/mol